Record 1
Density functional theory data (the ωB97M-V functional and the def2-TZVPD basis) for a structure of composition C30H30AsN5PbS2 in a non-equilibrium geometry.

As for the HOMO energy: -6.7 eV. As for the gap between HOMO and LUMO: 6.650 eV. For the max |F|, the calculation gives 1.403 eV Å⁻¹. For the total energy, the calculation gives -4659.975503 Ha.

Element x y z (Å)
1 Pb 0.37 0.95 -1.69
2 C -4.17 3.34 2.64
3 C -3.02 2.34 2.69
4 N -3.05 1.43 1.58
5 C -2.25 1.40 0.50
6 S -0.92 2.45 0.36
7 N -2.66 0.54 -0.41
8 N -1.97 0.37 -1.52
9 C -2.57 -0.20 -2.52
10 C -3.98 -0.69 -2.39
11 C -1.88 -0.27 -3.79
12 C -2.45 -0.92 -4.90
13 C -1.79 -0.89 -6.10
14 C -0.58 -0.21 -6.19
15 C -0.08 0.39 -5.05
16 N -0.71 0.37 -3.89
17 H -4.12 4.00 3.51
18 H -5.13 2.84 2.63
19 H -4.09 3.95 1.74
20 H -3.09 1.75 3.62
21 H -2.06 2.86 2.67
22 H -3.81 0.77 1.54
23 H -4.40 -0.25 -1.49
24 H -4.00 -1.77 -2.29
25 H -4.58 -0.39 -3.25
26 H -3.39 -1.44 -4.80
27 H -2.21 -1.39 -6.97
28 H -0.04 -0.17 -7.12
29 H 0.86 0.92 -5.07
30 S 0.72 -1.71 -2.00
31 C 2.03 -2.26 -0.96
32 C 2.85 -3.29 -1.42
33 C 3.86 -3.79 -0.62
34 C 4.08 -3.27 0.64
35 C 3.27 -2.26 1.11
36 C 2.23 -1.75 0.33
37 As 1.08 -0.30 0.92
38 C -0.41 -1.31 1.65
39 C -0.79 -2.52 1.08
40 C -1.92 -3.18 1.53
41 C -2.68 -2.65 2.56
42 C -2.31 -1.44 3.12
43 C -1.20 -0.76 2.66
44 C 2.06 0.26 2.53
45 C 3.07 1.19 2.31
46 C 3.89 1.61 3.34
47 C 3.68 1.13 4.62
48 C 2.67 0.22 4.86
49 C 1.86 -0.22 3.82
50 H 2.67 -3.69 -2.40
51 H 4.49 -4.59 -1.00
52 H 4.87 -3.66 1.27
53 H 3.43 -1.86 2.11
54 H -0.20 -2.95 0.28
55 H -2.21 -4.12 1.07
56 H -3.54 -3.18 2.92
57 H -2.91 -1.01 3.92
58 H -0.92 0.20 3.08
59 H 3.21 1.57 1.30
60 H 4.69 2.31 3.14
61 H 4.32 1.46 5.43
62 H 2.51 -0.15 5.86
63 H 1.09 -0.95 4.01
64 C 4.04 4.49 -2.77
65 C 3.05 3.48 -3.02
66 N 2.26 2.68 -3.22
67 H 3.66 5.20 -2.04
68 H 4.28 5.01 -3.70
69 H 4.94 4.01 -2.38

***

Record 2
Density functional theory data (the ωB97M-V functional and the def2-TZVPD basis) for a cluster of 2 separate species, C30H30BClF2O2S in total in a non-equilibrium geometry.

As for the energy above the lowest of the compared OMol25 structures with the same formula, charge and spin: 504.4 kJ/mol. As for the HOMO energy: -6.5 eV. As for the gap between HOMO and LUMO: 3.190 eV. For the max |F|, the calculation gives 4.197 eV Å⁻¹. For the total energy, the calculation gives -2394.543857 Ha.

Element x y z (Å)
1 F -2.93 0.13 -1.46
2 C -2.69 -0.71 -0.40
3 C -3.78 -1.37 0.17
4 C -3.54 -2.13 1.32
5 C -2.29 -2.19 1.90
6 C -1.19 -1.52 1.30
7 C 0.07 -1.53 1.99
8 C 1.31 -1.43 1.25
9 C 2.16 -2.57 1.19
10 C 3.22 -2.60 0.30
11 C 3.53 -1.48 -0.49
12 C 2.75 -0.33 -0.34
13 F 3.07 0.80 -1.06
14 C 1.68 -0.26 0.55
15 C -1.40 -0.82 0.08
16 H -4.77 -1.29 -0.28
17 H -4.35 -2.72 1.76
18 H -2.10 -2.79 2.79
19 H 0.10 -2.05 2.94
20 H 1.90 -3.43 1.81
21 H 3.81 -3.51 0.19
22 H 4.37 -1.47 -1.19
23 H 1.15 0.68 0.69
24 H -0.57 -0.32 -0.42
25 C -1.21 -0.19 10.37
26 C -0.48 -0.37 9.10
27 C 0.78 0.09 8.76
28 C 1.11 -0.14 7.38
29 C 0.08 -0.75 6.69
30 B -0.16 -0.79 5.05
31 C 0.58 -2.25 4.98
32 C 1.97 -2.30 4.89
33 C 2.63 -3.54 4.97
34 C 1.86 -4.72 5.06
35 Cl 2.65 -6.22 5.31
36 C 0.47 -4.67 4.91
37 C -0.18 -3.42 4.90
38 O -1.52 -0.83 4.64
39 C -1.87 0.55 4.57
40 C -3.05 0.76 3.62
41 C -2.33 1.02 5.93
42 C -0.49 1.27 4.16
43 C -0.27 1.36 2.67
44 C -0.37 2.65 4.78
45 O 0.52 0.40 4.67
46 S -1.16 -1.28 7.78
47 H -0.73 0.58 10.97
48 H -2.24 0.13 10.17
49 H -1.24 -1.12 10.93
50 H 1.44 0.59 9.47
51 H 2.07 0.15 6.96
52 H 2.53 -1.37 4.81
53 H 3.71 -3.59 5.00
54 H -0.11 -5.60 4.85
55 H -1.27 -3.37 4.85
56 H -3.10 1.82 3.31
57 H -3.00 0.13 2.73
58 H -3.98 0.53 4.15
59 H -2.75 2.04 5.86
60 H -3.10 0.34 6.32
61 H -1.50 1.02 6.65
62 H -1.11 1.75 2.08
63 H 0.65 1.92 2.46
64 H -0.05 0.34 2.30
65 H -1.17 3.29 4.36
66 H -0.45 2.62 5.87
67 H 0.61 3.09 4.53

***

Record 3
Density functional theory data (the ωB97M-V functional and the def2-TZVPD basis) for a structure of composition C30H30BaN6O2S4.

As for the total charge: +2. As for the energy above the lowest of the compared OMol25 structures with the same formula, charge and spin: 5.5 kJ/mol. As for the HOMO energy: -13.3 eV. As for the gap between HOMO and LUMO: 7.927 eV. For the max |F|, the calculation gives 0.226 eV Å⁻¹. For the total energy, the calculation gives -3258.148549 Ha.

Element x y z (Å)
1 Ba 0.51 0.24 0.66
2 C 2.85 -2.25 4.86
3 C 3.77 -1.88 3.70
4 S 2.99 -1.36 2.14
5 C 2.76 -2.84 1.12
6 C 1.55 -3.73 1.37
7 S -0.04 -2.90 1.65
8 C -0.06 -2.38 3.40
9 C 0.28 -3.41 4.46
10 S 2.03 -3.86 4.68
11 H 2.12 -1.48 5.06
12 H 3.48 -2.33 5.75
13 H 4.44 -2.69 3.45
14 H 4.38 -1.02 3.98
15 H 3.67 -3.43 1.19
16 H 2.73 -2.44 0.10
17 H 1.72 -4.42 2.18
18 H 1.37 -4.33 0.47
19 H -1.10 -2.08 3.54
20 H 0.56 -1.50 3.53
21 H -0.22 -4.36 4.26
22 H -0.10 -3.05 5.42
23 O 1.14 4.38 -5.65
24 C 1.21 5.03 -4.40
25 C 1.25 3.99 -3.32
26 C 1.22 4.35 -1.98
27 C 1.26 3.37 -1.02
28 N 1.32 2.06 -1.30
29 C 1.36 1.70 -2.59
30 C 1.33 2.63 -3.62
31 C 1.42 0.24 -2.90
32 C 1.98 -0.21 -4.09
33 C 2.00 -1.57 -4.37
34 C 2.64 -2.09 -5.63
35 O 2.84 -1.07 -6.59
36 C 1.44 -2.44 -3.43
37 C 0.92 -1.91 -2.27
38 N 0.91 -0.60 -1.99
39 H 1.20 5.03 -6.35
40 H 0.35 5.68 -4.23
41 H 2.11 5.64 -4.31
42 H 1.16 5.39 -1.68
43 H 1.25 3.64 0.03
44 H 1.33 2.33 -4.65
45 H 2.42 0.47 -4.80
46 H 2.06 -2.93 -6.03
47 H 3.63 -2.48 -5.37
48 H 2.11 -1.05 -7.21
49 H 1.41 -3.51 -3.60
50 H 0.47 -2.56 -1.53
51 S -7.50 1.37 2.55
52 N -6.21 1.34 3.51
53 C -5.15 1.21 2.73
54 C -3.77 1.13 3.17
55 C -3.41 1.21 4.52
56 C -2.08 1.14 4.86
57 C -1.15 1.00 3.84
58 N -1.47 0.91 2.55
59 C -2.77 0.98 2.20
60 C -3.11 0.92 0.77
61 N -2.10 0.78 -0.11
62 C -2.39 0.75 -1.41
63 C -3.68 0.85 -1.91
64 C -4.72 0.98 -1.02
65 C -4.44 1.02 0.35
66 C -5.48 1.15 1.35
67 N -6.77 1.26 1.12
68 H -4.19 1.32 5.26
69 H -1.76 1.21 5.89
70 H -0.09 0.95 4.08
71 H -1.55 0.64 -2.09
72 H -3.86 0.83 -2.98
73 H -5.75 1.06 -1.35

***

Question: Look up the HOMO of the second one.
Answer: -6.5 eV

***

Question: Which of these has the highest HOMO?
Answer: C30H30BClF2O2S

***

Question: Number 3 is which compound?
Answer: C30H30BaN6O2S4

***

Question: The lowest gap between HOMO and LUMO belongs to which entry?
Answer: C30H30BClF2O2S